Computed, not measured: a 2-piece molecular cluster, C21H27BN2O5 overall in a non-equilibrium geometry, with ωB97M-V with the def2-TZVPD basis set.

Values from the calculation:
Net charge   +2
LUMO level   -0.280 Ha
Gap between HOMO and LUMO   0.228 Eh

Positions of all 56 atoms, in Å:
C1 1.8971 -4.2093 3.6137
C2 1.7028 -3.0586 2.6168
C3 0.3245 -2.3504 2.7417
C4 -0.4906 -2.6313 1.5034
O1 -1.7506 -1.9441 1.3871
C5 -2.2905 -1.4720 2.5203
C6 -3.0525 -2.1114 3.4105
B1 -3.5668 -3.6028 3.4923
C7 -2.8396 -4.8226 2.8307
O2 -4.7563 -3.7870 4.1537
C8 -3.3602 -1.0923 4.4611
O3 -4.1219 -1.1072 5.3901
O4 -2.5537 0.0580 4.1978
C9 -2.1010 -0.0393 2.9414
O5 -1.6379 0.8682 2.2838
H1 2.7008 -4.0161 4.3080
H2 2.0986 -5.1212 3.0688
H3 1.0003 -4.3978 4.1929
H4 2.4626 -2.3085 2.7889
H5 1.8016 -3.4286 1.6025
H6 0.4882 -1.2834 2.8577
H7 -0.1437 -2.7329 3.6373
H8 -0.6247 -3.7009 1.3864
H9 0.0954 -2.3056 0.6496
H10 -2.8662 -4.7162 1.7479
H11 -3.3928 -5.7225 3.0677
H12 -1.8091 -4.9578 3.1444
H13 -4.6414 -4.1658 5.0255
C10 2.0155 2.1183 1.8053
N1 1.7754 2.3021 0.3518
C11 0.5890 1.9330 -0.1518
C12 0.3013 2.1163 -1.4846
C13 1.2491 2.6973 -2.3214
C14 2.4793 3.0525 -1.7740
C15 2.7181 2.8428 -0.4348
C16 0.9567 2.9554 -3.7546
C17 1.0458 4.2429 -4.2745
C18 0.8041 4.4602 -5.6127
N2 0.4866 3.4426 -6.4262
C19 0.3760 2.1926 -5.9481
C20 0.6020 1.9227 -4.6194
C21 0.2668 3.6793 -7.8756
H14 1.8707 1.0695 2.0492
H15 1.3066 2.7363 2.3501
H16 3.0302 2.4189 2.0408
H17 -0.1281 1.5003 0.5417
H18 -0.6727 1.8227 -1.8507
H19 3.2604 3.4888 -2.3806
H20 3.6570 3.1078 0.0279
H21 1.2954 5.0867 -3.6466
H22 0.8645 5.4444 -6.0526
H23 0.1122 1.4208 -6.6571
H24 0.5173 0.9021 -4.2733
H25 -0.7269 3.3276 -8.1384
H26 1.0260 3.1350 -8.4308
H27 0.3494 4.7404 -8.0810

These are the Löwdin partial charges, in e, on atoms 1 to 4:
1 C -0.080
2 C -0.225
3 C -0.176
4 C -0.164